1 | C38H51B2EuI2N10O3 as an isolated structure. Source: OMol25; level of theory: wB97M-V/def2-TZVPD.

CARTESIAN COORDINATES (ANGSTROEM)
Eu: 0.74741 0.11326 -0.17293
N: -0.19326 -2.28432 0.73534
C: -0.39419 -3.28230 -0.33945
C: -1.06833 -2.62903 -1.55630
N: -0.24362 -1.58824 -2.20305
C: 0.69337 -2.15766 -3.12623
C: 2.12381 -1.66673 -2.82028
N: 2.43328 -1.78354 -1.37926
H: 0.49780 -2.60634 1.43040
H: -1.09357 -1.92354 1.07964
H: -1.09607 -4.04044 -0.00494
H: 0.58081 -3.70190 -0.66048
H: -2.00317 -2.17865 -1.20421
H: -1.26324 -3.43279 -2.25503
H: -0.77553 -0.86314 -2.62426
H: 0.45805 -1.86100 -4.11716
H: 0.62148 -3.24119 -3.03924
H: 2.07306 -0.62021 -3.13160
H: 2.84843 -2.19500 -3.40859
H: 3.24837 -1.34475 -1.09539
H: 2.50005 -2.76751 -1.14172
C: 2.53370 -5.52534 1.35881
C: 3.21116 -4.19542 1.48623
C: 4.53781 -3.78106 1.26034
C: 4.57012 -2.45076 1.59817
C: 5.75544 -1.57189 1.87330
N: 3.32365 -2.08007 1.99782
N: 2.48129 -3.14987 1.89285
B: 3.02619 -0.73075 2.60656
N: 3.62811 0.47581 1.78147
N: 3.69838 0.36449 0.42048
C: 4.54764 1.33869 0.03587
C: 4.70674 1.46189 -1.45135
C: 5.08225 2.04678 1.16885
C: 4.45041 1.48762 2.26668
C: 4.48663 1.87294 3.67858
N: 1.50078 -0.45823 2.93685
N: 0.83948 0.56965 2.36916
C: -0.23897 0.79086 3.10448
C: -1.13318 1.93633 2.73090
C: -0.28023 -0.08899 4.19510
C: 0.85465 -0.86347 4.04502
C: 1.30391 -2.06695 4.77075
H: 3.30222 -6.30968 1.07468
H: 1.70103 -5.43836 0.67361
H: 2.11542 -5.67041 2.39017
H: 5.33953 -4.44893 1.02479
H: 6.65815 -2.11053 1.61930
H: 5.70569 -1.30425 2.93294
H: 5.68932 -0.67574 1.26055
H: 3.63032 -0.65855 3.60232
H: 5.74044 1.52887 -1.74130
H: 4.25201 2.43181 -1.71918
H: 4.08757 0.75567 -1.99796
H: 5.86157 2.77644 1.25121
H: 5.12168 2.74584 3.93641
H: 4.82017 1.07687 4.34100
H: 3.51936 2.16564 4.10399
H: -0.78894 2.86014 3.31284
H: -2.19982 1.73871 2.96850
H: -1.09239 2.10582 1.62087
H: -0.99071 -0.17544 4.99857
H: 0.74369 -2.19361 5.67505
H: 2.38156 -2.07957 4.99904
H: 1.27420 -2.92592 4.12907
I: 0.79423 1.80916 -5.93908
C: 1.55039 2.75174 -4.21542
C: 2.01351 4.00664 -4.51196
C: 2.39647 4.88854 -3.48676
I: 2.99840 6.80533 -4.16555
C: 2.22784 4.50362 -2.13473
C: 2.44762 5.39773 -1.03755
C: 2.17108 4.93490 0.19826
C: 1.75214 3.55365 0.36882
N: 1.53011 2.76232 -0.62130
C: 1.74888 3.18753 -1.89167
C: 1.41240 2.22726 -2.94704
O: 0.98576 1.06820 -2.64554
H: 1.97868 4.36127 -5.54983
H: 2.67011 6.44336 -1.19876
H: 2.12979 5.57574 1.07978
H: 1.55859 3.14201 1.37133
C: -9.12769 0.41400 -0.41189
C: -8.14097 0.63642 -1.56439
C: -8.18893 2.15596 -1.96564
C: -8.57035 -0.17638 -2.80043
C: -6.72739 0.16197 -1.09148
C: -6.53173 -1.14745 -0.65679
C: -5.30411 -1.60770 -0.15408
C: -4.28005 -0.69607 -0.11376
O: -3.02615 -0.79378 0.32685
B: -2.27433 0.39409 -0.04692
O: -3.30670 1.28913 -0.47266
C: -4.46096 0.57764 -0.55370
C: -5.68181 1.06116 -1.04182
H: -10.16807 0.67929 -0.65217
H: -8.81285 0.98261 0.50168
H: -9.11412 -0.62794 -0.12961
H: -9.13847 2.24480 -2.50181
H: -7.34645 2.42250 -2.58714
H: -8.30510 2.76870 -1.09008
H: -9.66060 -0.08832 -2.96116
H: -8.35604 -1.24216 -2.60429
H: -8.08912 0.15559 -3.71526
H: -7.26917 -1.96143 -0.74501
H: -5.13842 -2.66859 0.07105
H: -5.79939 2.12492 -1.26117

Output
Spin multiplicity   8
Frontier orbital gap (spin up / spin down)   5.64 / 6.28 eV
Total charge   -1
HOMO energy (spin up / spin down)   -3.5 / -4.2 eV

2 | C38H51B2EuI2N10O3 as an isolated structure. Source: OMol25; level of theory: wB97M-V/def2-TZVPD.

CARTESIAN COORDINATES (ANGSTROEM)
Eu: 0.49845 -0.77202 -0.59612
N: -1.35362 -0.77955 -2.86531
C: 0.64157 -2.95609 -3.48997
C: 1.27247 -1.61039 -3.98362
N: 1.87723 -0.73823 -2.99031
C: 3.24771 -1.00702 -2.65273
C: 3.41411 -2.26120 -1.80928
N: 2.75415 -2.15669 -0.53355
H: -2.26259 -2.28046 -1.94193
H: -1.10482 -0.53341 -3.80889
H: 0.25681 -3.40256 -4.41249
H: 1.43834 -3.54255 -3.02014
H: 0.61576 -0.97923 -4.69919
H: 2.06844 -2.02482 -4.64855
H: 1.69278 0.24220 -3.29695
H: 3.70538 -0.11381 -2.18068
H: 3.89932 -1.04131 -3.57447
H: 4.49796 -2.30448 -1.66827
H: 3.11297 -3.17751 -2.38124
H: 3.07828 -1.35232 -0.03946
H: 2.71750 -2.94890 0.09268
C: 1.44510 3.05051 -1.39915
C: -0.01754 2.84921 -1.84916
C: -1.00603 3.71382 -2.31839
C: -2.11987 2.89818 -2.45494
C: -3.49609 3.14554 -3.06224
N: -1.70164 1.62936 -2.23694
N: -0.36134 1.58758 -1.94101
B: -2.45468 0.25025 -2.38180
N: -2.86288 -0.20825 -1.01925
N: -1.92753 -0.15713 0.03707
C: -2.61336 -0.19434 1.18185
C: -1.88604 -0.20922 2.44780
C: -3.98979 -0.33253 0.84923
C: -4.12342 -0.26783 -0.55897
C: -5.39200 -0.13836 -1.36185
N: -1.67845 -2.22855 -2.81138
N: -0.40120 -3.00663 -2.42183
C: -0.94784 -4.35911 -2.50304
C: -0.12211 -5.39666 -1.90503
C: -1.95385 -4.36225 -3.36622
C: -2.16649 -2.98637 -3.94299
C: -3.57663 -2.52599 -4.27961
H: 1.40027 3.82362 -0.63469
H: 2.09759 3.19631 -2.29606
H: 1.68972 2.12776 -0.90240
H: -0.87092 4.83232 -2.31588
H: -4.24697 2.72259 -2.41874
H: -3.62453 2.83186 -4.10144
H: -3.56872 4.21643 -3.04928
H: -3.49023 0.31923 -3.06795
H: -1.72759 0.78336 2.95611
H: -0.90029 -0.73386 2.31377
H: -2.42823 -0.84525 3.16953
H: -4.85715 -0.43113 1.49498
H: -5.34441 0.61373 -2.08883
H: -6.21185 0.02846 -0.65087
H: -5.58899 -0.94653 -2.03883
H: 0.93668 -5.14156 -2.13541
H: -0.37082 -6.38325 -2.24869
H: -0.17069 -5.39137 -0.80332
H: -2.50888 -5.22152 -3.81526
H: -4.04993 -3.14845 -5.08578
H: -3.62879 -1.43678 -4.45485
H: -4.18686 -2.56471 -3.37279
I: 1.66296 -3.48788 3.14591
C: -0.42703 -3.61941 2.79888
C: -1.31136 -3.84422 3.86961
C: -2.67491 -3.86743 3.68245
I: -3.93848 -3.93103 5.32000
C: -3.15633 -3.59227 2.34608
C: -4.52898 -3.72872 1.96885
C: -4.90674 -3.71240 0.66518
C: -3.92983 -3.35019 -0.25547
N: -2.65422 -3.32166 0.01709
C: -2.23253 -3.36859 1.29632
C: -0.83479 -3.31910 1.51110
O: 0.00741 -3.06720 0.59721
H: -0.96092 -4.00891 4.87432
H: -5.26532 -3.98328 2.74932
H: -5.97868 -3.90334 0.49642
H: -4.12507 -3.29183 -1.33849
C: 4.25385 5.29675 5.94545
C: 4.32384 5.57702 4.39311
C: 5.68428 6.29130 4.16870
C: 3.19741 6.56174 4.08937
C: 4.22146 4.29819 3.60915
C: 5.27930 3.38943 3.64498
C: 5.24955 2.17769 2.95758
C: 4.13516 1.84448 2.18632
O: 3.83781 0.76739 1.44810
B: 2.39084 0.93334 1.01992
O: 1.96389 2.17364 1.50913
C: 3.00878 2.71047 2.21792
C: 3.09644 3.91261 2.93548
H: 4.50600 6.23599 6.47479
H: 5.00733 4.54364 6.23712
H: 3.22983 5.07162 6.27576
H: 5.71937 7.27885 4.65407
H: 5.67085 6.57500 3.09780
H: 6.47292 5.62508 4.39279
H: 3.32016 7.48366 4.61684
H: 2.26710 6.03651 4.32847
H: 3.05506 6.88267 3.02940
H: 6.17811 3.57951 4.34157
H: 5.92109 1.33677 3.10692
H: 2.20151 4.55192 2.91944

Output
Spin multiplicity   8
Frontier orbital gap (spin up / spin down)   5.83 / 5.86 eV
Total charge   -1
HOMO energy (spin up / spin down)   -3.7 / -3.7 eV

Q: Which of them is the least stable? A: 2.

1 | One molecule with the formula C5H4S2. Source: OMol25; level of theory: wB97M-V/def2-TZVPD.

CARTESIAN COORDINATES (ANGSTROEM)
C: -0.43647 0.26057 -0.93118
C: 0.57333 1.04913 -0.05018
C: 0.22259 0.35369 1.30963
C: 1.30135 -0.24381 2.08221
C: 2.25358 -0.71958 2.64415
H: 1.56675 0.85177 -0.46560
H: 0.33923 2.12093 0.03796
H: -0.44965 0.96426 1.90233
H: 3.15156 -1.15095 2.95779
S: -0.80177 0.42428 -2.48419
S: -0.95412 -0.86091 0.31167

Output
Structure (SMILES)   C#C[C@H]1CC(=S)S1
Frontier orbital gap   8.68 eV
HOMO energy   -8.8 eV

2 | One molecule with the formula C5H4S2. Source: OMol25; level of theory: wB97M-V/def2-TZVPD.

CARTESIAN COORDINATES (ANGSTROEM)
C: 0.04679 -0.41320 -0.04493
C: -1.02840 0.58347 -0.08692
C: 1.06969 0.61304 0.08384
C: -0.04790 -1.72701 -0.02443
C: -0.03018 1.70687 0.02197
S: -2.64999 0.49057 0.02378
S: 2.66520 0.51346 -0.00042
H: 0.80489 -2.46536 -0.02874
H: -1.14512 -2.06402 -0.25193
H: 0.04753 2.47458 -0.65806
H: -0.34952 2.14459 1.02880

Output
Structure (SMILES)   C=C1C(=S)CC1=S
Frontier orbital gap   7.18 eV
HOMO energy   -8.8 eV

Q: Which of them is the least stable? A: 2.

1 | A 2-piece molecular cluster, C3H9N2O2S overall. Source: OMol25; level of theory: wB97M-V/def2-TZVPD.

CARTESIAN COORDINATES (ANGSTROEM)
C: 0.37246 -0.64109 0.99339
C: 0.64087 1.67379 -0.35366
C: 0.81629 0.14808 -0.23869
N: 0.29664 -0.50170 -1.33871
N: -2.13365 -0.04453 -1.24151
O: -3.70050 -1.50502 0.11723
O: -3.00767 0.69952 1.11874
S: -3.29083 -0.10159 -0.09875
H: 0.75512 -0.48086 1.92605
H: -0.70873 -0.44378 1.20825
H: 0.42017 -1.72393 0.88552
H: -0.33571 1.87452 0.23696
H: 0.37534 1.95303 -1.36582
H: 1.44920 2.35247 -0.14342
H: 2.02663 -0.05264 -0.10973
H: 0.65076 -0.02585 -2.19469
H: -1.96071 -0.94623 -1.65891

Output
Frontier orbital gap (spin up / spin down)   6.64 / 8.05 eV
Total charge   -1
HOMO energy (spin up / spin down)   -3.2 / -4.3 eV

2 | A 2-piece molecular cluster, C3H9N2O2S overall. Source: OMol25; level of theory: wB97M-V/def2-TZVPD.

CARTESIAN COORDINATES (ANGSTROEM)
C: 1.03756 -0.09681 -0.28319
C: 0.28155 -1.40809 -0.08014
S: 0.25792 -1.83596 1.76684
N: 0.90655 0.38394 -1.69910
C: -0.11830 1.24514 -2.06120
N: -1.22486 1.21683 -1.23509
O: -0.15064 1.82566 -3.13586
H: 0.71961 0.63545 0.46616
H: 2.12641 -0.10418 -0.18304
H: -0.78079 -1.39086 -0.27496
H: 0.91537 -2.15416 -0.55453
H: 1.76627 0.53555 -2.17658
H: -1.29484 0.61555 -0.44064
H: -1.89641 1.95837 -1.37186
H: -1.14102 -0.10131 4.10235
H: -0.48923 0.22517 2.82016
O: -0.83698 0.67640 3.61410

Output
Frontier orbital gap   6.76 eV
Total charge   -1
HOMO energy   -3.2 eV

Q: Which of them is the least stable? A: 1.

1 | One molecule with the formula H5NS3Si. Source: OMol25; level of theory: wB97M-V/def2-TZVPD.

CARTESIAN COORDINATES (ANGSTROEM)
N: 0.50314 -0.04262 -1.79926
Si: 0.16272 0.06779 -0.07965
S: -1.92924 -0.98334 0.13417
S: -0.27311 2.19579 0.52005
S: 1.66655 -0.89600 1.22396
H: -0.29795 0.34081 -2.28363
H: 0.77176 -0.99300 -2.01768
H: -2.18881 -0.40663 1.34189
H: 0.77462 2.59324 1.26368
H: 0.81032 -1.87605 1.69647

Output
Structure (SMILES)   N[Si](S)(S)S
Frontier orbital gap   9.77 eV
HOMO energy   -9.5 eV

2 | One molecule with the formula H5NS3Si. Source: OMol25; level of theory: wB97M-V/def2-TZVPD.

CARTESIAN COORDINATES (ANGSTROEM)
N: 1.13042 -0.61630 -0.94519
Si: -0.12408 0.15716 0.11904
S: -1.08723 -1.42387 1.22533
S: -1.44525 1.17731 -1.19542
S: 1.00491 1.21998 1.68080
H: 1.35431 -1.59584 -0.60125
H: 1.46213 -0.19059 -1.76920
H: -2.08853 -0.60030 1.14746
H: -2.32922 0.59338 -0.51269
H: 2.12255 1.27906 0.85112

Output
Structure (SMILES)   N[Si](S)(S)S
Frontier orbital gap   9.55 eV
HOMO energy   -9.2 eV

Q: Which of them is the least stable? A: 2.